Entry 1:
{"formula": "C4H7NO", "method": "the ωB97M-V functional and the def2-TZVPD basis", "total_charge": 0, "homo_ev": -8.9, "species": ["O", "C", "C", "C", "C", "N", "H", "H", "H", "H", "H", "H", "H"], "positions_angstrom": [[1.6409, -0.0641, 0.9388], [1.7306, 0.0350, -0.4144], [1.0024, -0.7273, -1.2261], [-2.2100, -0.3936, 1.0922], [-1.6737, 0.5924, 0.4140], [-1.2197, 1.5575, -0.1935], [2.1729, 0.6258, 1.3495], [2.4329, 0.7771, -0.7954], [-0.4273, 1.2960, -0.7867], [0.3042, -1.4558, -0.8241], [1.1043, -0.6331, -2.3008], [-1.8367, -0.6369, 2.0796], [-3.0209, -0.9729, 0.6671]], "forces_ev_per_a": [[0.08, 0.13, 0.10], [-0.06, -0.11, -0.42], [0.11, 0.06, 0.13], [0.05, 0.13, -0.06], [0.09, 0.26, -0.17], [-0.25, -0.55, 0.33], [-0.07, -0.11, -0.03], [-0.09, -0.12, 0.07], [-0.07, 0.04, 0.03], [0.10, 0.10, -0.06], [0.04, 0.01, 0.17], [-0.02, 0.05, -0.13], [0.10, 0.11, 0.03]]}



Entry 2:
{"formula": "C4H7NO", "method": "the ωB97M-V functional and the def2-TZVPD basis", "total_charge": 0, "homo_ev": -9.4, "species": ["C", "C", "C", "C", "N", "O", "H", "H", "H", "H", "H", "H", "H"], "positions_angstrom": [[2.0079, 0.2440, -1.2379], [0.6873, 0.3753, -0.4431], [-3.2164, -0.0147, 0.7687], [0.6959, 0.0452, 0.8571], [-2.1673, -0.6415, 0.7732], [-4.0644, 0.7373, 0.8168], [2.8563, 0.5158, -0.5215], [2.0938, 0.8231, -2.1774], [-0.3865, 0.4258, -0.8803], [-0.1604, -0.1037, 1.4024], [1.6076, -0.0062, 1.3887], [2.0586, -0.8273, -1.3758], [-2.0123, -1.5731, 0.6291]], "forces_ev_per_a": [[-0.23, 1.02, 1.38], [-1.20, -0.89, 0.28], [3.27, -2.16, 0.04], [1.20, 1.11, -2.01], [-1.65, 2.89, 0.32], [-2.39, 1.75, 0.02], [-1.04, -0.25, -1.11], [-0.14, -0.46, 0.56], [2.21, 0.09, 0.14], [-1.78, -0.07, 1.08], [1.05, -0.28, 0.45], [0.43, -0.18, -0.70], [0.27, -2.58, -0.44]]}



Entry 3:
{"formula": "C4H7NO", "method": "the ωB97M-V functional and the def2-TZVPD basis", "total_charge": 0, "homo_ev": -8.9, "species": ["C", "C", "C", "C", "N", "O", "H", "H", "H", "H", "H", "H", "H"], "positions_angstrom": [[-1.4568, 0.5094, -1.3894], [1.0060, -0.4180, -1.2374], [-0.2319, 0.0308, -1.5061], [-0.6427, -0.6387, 2.6444], [1.9904, 0.4974, -0.7182], [-1.0085, -1.2479, 3.6503], [-2.2701, 0.6944, -2.1588], [-1.8472, 0.5215, -0.3382], [1.3226, -1.3743, -1.5005], [-1.2757, 0.1971, 2.3504], [0.2565, -0.8483, 1.9675], [1.4563, 1.2536, -0.4342], [2.7012, 0.8229, -1.3298]], "forces_ev_per_a": [[-0.86, -0.75, 0.62], [-1.18, 2.84, -0.63], [0.38, -0.42, 0.35], [-0.65, -1.06, 1.50], [-0.51, -2.10, -0.04], [1.48, 0.74, -2.16], [1.71, 0.15, 0.67], [0.14, -0.07, -0.97], [0.33, -1.60, -0.03], [0.01, 0.48, -0.45], [-0.81, -0.17, 1.07], [-0.71, 2.06, 0.85], [0.66, -0.11, -0.77]]}



Entry 4:
{"formula": "C4H7NO", "method": "the ωB97M-V functional and the def2-TZVPD basis", "total_charge": 0, "homo_ev": -9.4, "species": ["N", "C", "O", "C", "C", "C", "H", "H", "H", "H", "H", "H", "H"], "positions_angstrom": [[1.3451, 0.4963, 0.7638], [1.6409, -0.7005, -1.6851], [1.5968, 0.2586, -2.2944], [-0.7778, -0.6085, 0.1368], [-1.7080, -0.3440, -0.7758], [-0.1056, 0.4402, 0.9828], [1.8211, -0.2722, 1.2264], [1.7173, 1.3504, 1.1636], [-0.4963, -1.6454, 0.3261], [-2.0109, 0.6763, -1.0050], [-2.1989, -1.1330, -1.3392], [-0.3662, 0.2581, 2.0396], [-0.5196, 1.4183, 0.7138]], "forces_ev_per_a": [[0.04, 0.04, 0.29], [0.06, 1.08, -0.92], [0.08, -1.15, 0.56], [-0.26, 0.02, -0.05], [0.12, -0.05, 0.12], [-0.16, 0.09, 0.04], [-0.10, 0.03, -0.05], [0.00, -0.07, -0.01], [0.00, 0.15, -0.04], [0.06, -0.13, 0.09], [0.11, 0.08, 0.08], [0.01, 0.04, -0.16], [0.05, -0.13, 0.04]]}



Entry 5:
{"formula": "C4H7NO", "method": "the ωB97M-V functional and the def2-TZVPD basis", "total_charge": 0, "homo_ev": [-8.3, -8.3], "species": ["C", "C", "N", "C", "C", "O", "H", "H", "H", "H", "H", "H", "H"], "positions_angstrom": [[-0.5513, -0.5671, 1.8129], [-0.0165, -0.1262, 0.4895], [1.1909, -0.3813, 0.0034], [1.0451, 0.2132, -1.2851], [-0.4128, 0.5682, -1.3319], [-1.0597, -0.3401, -0.6003], [-1.4556, -0.0098, 2.0671], [0.2099, -0.4038, 2.5787], [-0.7957, -1.6324, 1.7634], [1.7575, 1.0332, -1.4397], [1.1641, -0.4956, -2.1223], [-0.9368, 0.9776, -2.1981], [-0.1389, 1.1639, 0.2624]], "forces_ev_per_a": [[0.00, 0.01, 0.01], [0.05, -0.17, 0.39], [-0.23, 0.08, 0.01], [-0.01, 0.17, -0.13], [0.06, -0.19, -0.29], [0.01, 0.08, -0.03], [0.12, -0.06, -0.03], [-0.10, -0.01, -0.12], [0.04, 0.13, -0.01], [-0.08, -0.08, 0.02], [-0.03, 0.07, 0.03], [0.10, -0.01, 0.13], [0.08, -0.02, 0.02]]}



Entry 6:
{"formula": "C4H7NO", "method": "the ωB97M-V functional and the def2-TZVPD basis", "total_charge": 0, "homo_ev": -10.8, "species": ["C", "C", "O", "C", "C", "N", "H", "H", "H", "H", "H", "H", "H"], "positions_angstrom": [[-1.8370, -0.7100, 0.1690], [-0.6473, 0.0283, -0.4051], [0.1106, 0.5235, 0.6927], [1.4030, 0.9276, 0.3589], [2.2399, -0.2132, -0.0880], [2.8510, -1.1274, -0.4458], [-2.4384, -0.0438, 0.7942], [-2.4682, -1.1068, -0.6320], [-1.4894, -1.5432, 0.7866], [-0.9594, 0.8656, -1.0489], [-0.0314, -0.6520, -1.0113], [1.8485, 1.3567, 1.2606], [1.4179, 1.6945, -0.4309]], "forces_ev_per_a": [[-0.04, -0.02, 0.01], [-0.12, -0.11, -0.17], [0.01, 0.00, 0.06], [0.17, 0.11, 0.01], [0.53, -0.80, -0.32], [-0.55, 0.91, 0.35], [0.07, -0.08, -0.10], [0.09, 0.07, 0.10], [-0.07, 0.10, -0.09], [0.06, -0.09, 0.12], [-0.07, 0.08, 0.10], [-0.02, -0.05, -0.15], [-0.03, -0.12, 0.09]]}



Entry 7:
{"formula": "C4H7NO", "method": "the ωB97M-V functional and the def2-TZVPD basis", "total_charge": 0, "homo_ev": -8.4, "species": ["O", "C", "C", "C", "N", "C", "H", "H", "H", "H", "H", "H", "H"], "positions_angstrom": [[-1.7905, 2.1403, 0.0019], [-0.7815, -0.7144, -0.2166], [0.1430, -0.0284, -1.2201], [0.9831, -0.8314, -0.3213], [1.2616, -0.0641, 0.8868], [-0.0308, -0.7119, 0.9709], [-1.0932, 1.9770, 0.6487], [-2.1244, 1.2535, -0.1920], [0.3299, 1.0408, -1.1103], [-0.0235, -0.3472, -2.2461], [1.4506, -1.7919, -0.5078], [1.9206, -0.5543, 1.4914], [-0.2450, -1.3680, 1.8145]], "forces_ev_per_a": [[-0.02, -0.09, 0.13], [0.02, 0.00, 0.18], [0.09, 0.03, -0.14], [0.41, -0.16, -0.37], [0.03, -0.02, -0.04], [-0.29, -0.17, 0.26], [-0.08, 0.08, -0.06], [-0.02, 0.14, -0.01], [0.02, -0.16, -0.01], [0.02, 0.03, 0.19], [-0.08, 0.16, 0.05], [-0.10, 0.04, -0.04], [0.01, 0.13, -0.14]]}



Entry 8:
{"formula": "C4H7NO", "method": "the ωB97M-V functional and the def2-TZVPD basis", "total_charge": 0, "homo_ev": -7.8, "species": ["O", "C", "C", "C", "C", "N", "H", "H", "H", "H", "H", "H", "H"], "positions_angstrom": [[-0.8334, -0.7198, 1.6912], [-1.7514, 0.1970, 1.6174], [-0.2068, 0.6505, 0.8663], [0.7287, -0.1643, -0.0007], [0.3171, -0.5882, -1.3533], [1.1871, 0.5723, -1.1733], [-2.5535, -0.1417, 0.8910], [0.2808, 1.2675, 1.6133], [-0.8099, 1.2462, 0.1581], [1.4349, -0.7950, 0.5349], [-0.6856, -0.3594, -1.7103], [0.7391, -1.5116, -1.7433], [2.1530, 0.3465, -1.3914]], "forces_ev_per_a": [[-0.16, 0.31, -0.03], [-0.27, -0.34, 0.04], [0.52, 0.12, -0.23], [-0.01, -0.13, 0.17], [-0.18, -0.20, -0.08], [0.23, 0.10, -0.08], [0.14, 0.09, 0.08], [-0.10, -0.13, -0.09], [-0.06, -0.12, 0.13], [-0.10, 0.11, -0.11], [0.16, -0.02, 0.08], [-0.05, 0.16, 0.07], [-0.11, 0.03, 0.03]]}



Entry 9:
{"formula": "C4H7NO", "method": "the ωB97M-V functional and the def2-TZVPD basis", "total_charge": 0, "homo_ev": -8.9, "species": ["C", "C", "C", "C", "N", "O", "H", "H", "H", "H", "H", "H", "H"], "positions_angstrom": [[-0.4415, -1.0865, -0.1154], [1.0615, -0.6525, 0.0410], [-0.0478, 1.2993, -0.3894], [-1.1222, 0.2284, 0.1170], [0.9201, 0.7152, 0.4509], [-0.0251, 0.6426, 1.5571], [-0.8502, -1.5996, -1.0509], [-0.5553, -1.6986, 0.7837], [1.4784, -1.3883, 0.6899], [1.7835, -0.5174, -0.8164], [0.2074, 1.1833, -1.4282], [-0.2571, 2.3270, -0.1951], [-2.1516, 0.5469, 0.3560]], "forces_ev_per_a": [[-0.96, -0.74, -0.70], [0.04, 0.39, -2.73], [-1.56, -1.63, -1.42], [2.77, 2.79, 2.66], [1.55, 0.72, 2.90], [-1.90, -0.86, -1.99], [0.93, 0.55, 1.17], [-0.80, -0.32, -0.50], [0.77, 0.37, 1.03], [-1.17, -0.89, 0.17], [0.07, 0.03, -0.80], [-0.19, 0.49, 0.57], [0.46, -0.89, -0.36]]}



Entry 10:
{"formula": "C4H7NO", "method": "the ωB97M-V functional and the def2-TZVPD basis", "total_charge": 0, "homo_ev": -8.2, "species": ["C", "C", "C", "N", "C", "O", "H", "H", "H", "H", "H", "H", "H"], "positions_angstrom": [[1.5347, 0.7744, 0.0850], [0.5050, 0.1856, -0.8587], [-0.6090, -1.4255, 0.2623], [-1.4788, -0.5025, 0.7135], [-1.8573, 0.6080, 0.5269], [-0.4573, 0.8980, -1.2036], [2.3028, 1.2743, -0.5203], [1.0445, 1.5454, 0.6890], [2.0291, 0.0446, 0.7316], [0.8329, -0.6516, -1.4942], [-0.9869, -1.9374, -0.6220], [-0.1562, -2.0679, 1.0141], [-2.7034, 1.2547, 0.6764]], "forces_ev_per_a": [[-0.04, 0.00, 0.07], [0.02, 0.12, -0.14], [-0.10, -0.15, 0.07], [-0.11, 0.85, -0.27], [0.05, -0.75, 0.23], [0.25, -0.12, 0.02], [-0.11, -0.09, 0.09], [0.09, -0.16, -0.02], [-0.09, 0.01, -0.15], [-0.10, 0.11, 0.05], [0.09, 0.05, 0.12], [0.04, 0.22, -0.05], [0.01, -0.08, -0.02]]}



The records above give, respectively, E_tot values of -286.52545, -286.55672, -286.47995, -286.56374, -286.43933, -286.57597, -286.43256, -286.37549, -286.43470, -286.46502 Eh.
The records above give, respectively, energy above the lowest of the compared OMol25 structures with the same formula, charge and spin values of 2.890, 2.039, 4.128, 1.848, 5.233, 1.515, 5.417, 6.970, 5.359, 4.534 eV.